Molecular formula: C3H5NO2
Method: DFT, ωB97M-V/def2-TZVPD

Structure (XYZ):
```
11
Properties=species:S:1:pos:R:3:forces:R:3:nbo_charge:R:1
O 1.74657 0.32410 0.30755 0.07 -0.68 0.18 -0.712
C 0.67362 -0.38189 -0.28435 -0.43 -0.61 -0.23 -0.083
C -0.62975 0.23504 0.20101 -0.09 -0.29 -0.04 -0.019
O -0.67991 1.61065 -0.05413 0.19 0.12 0.00 -0.681
C -1.71611 -0.46574 -0.49642 -0.86 -0.52 -0.51 0.260
N -2.48492 -1.11300 -1.06593 0.64 0.62 0.54 -0.295
H 2.01227 -0.45326 0.80226 1.46 0.92 0.86 0.480
H 0.77919 -0.42186 -1.36979 -0.26 0.25 -0.01 0.195
H 0.73066 -1.41148 0.10846 -0.46 0.07 -0.52 0.168
H -0.71623 0.02516 1.28166 -0.07 0.07 -0.22 0.198
H 0.18430 1.95263 0.22485 -0.18 0.05 -0.05 0.488
```
Forces are in eV/Å.

Frontier orbital gap ... 0.41717 hartree
SMILES string ... N#C[C@H](O)CO
HOMO energy ... -11.0 eV
Energy ... -8775.8031 eV
Largest force on an atom ... 1.93 eV/Å